ORCA calculation (ωB97M-V/def2-TZVPD) on C30H27GeN2O3RuS2 as an isolated structure in a non-equilibrium geometry.

## Properties
Spin multiplicity: 2
<S²>: 0.776
Charge: +2
Gap between HOMO and LUMO (spin up / spin down) in eV: 4.614 / 4.668
LUMO (spin up / spin down) in eV: -8.67 / -8.59
Calculated total energy in a.u.: -4462.179636
Energy above the lowest of the compared OMol25 structures with the same formula, charge and spin in eV: 1.2755

Positions of all 66 atoms, in Å:
Ru 0.357 -0.399 -0.712
Ge -0.533 -1.687 1.350
S 3.663 2.204 -2.645
S 3.797 -0.627 -1.832
O -3.054 2.352 -0.730
O 1.411 -2.466 -1.453
O -0.817 0.980 -1.219
N 0.998 2.070 -2.046
N 1.567 0.817 -1.818
C -0.489 4.463 -2.356
C -5.122 -2.257 1.885
C -2.860 -2.888 2.393
C 2.860 0.796 -2.078
C -0.518 2.494 1.758
C -2.489 5.700 -1.958
C -3.081 4.590 -1.392
C -4.675 -1.345 0.933
C -3.319 -1.193 0.717
C 2.491 -3.615 3.461
C 0.649 -2.992 2.040
C -2.402 -1.948 1.461
C -0.250 2.110 -1.700
C -1.071 3.315 -1.785
C -4.221 -3.024 2.612
C 2.336 -4.940 3.070
C 5.216 1.341 -3.019
C -0.925 1.183 1.707
C 5.398 0.211 -2.027
C 1.338 -5.301 2.173
C 1.404 0.502 1.380
C -0.597 -2.339 -2.890
C 0.389 -1.978 -1.832
C -2.382 3.391 -1.307
C 0.495 -4.331 1.658
C 1.658 -2.638 2.944
C 1.793 1.838 1.411
C -1.184 5.643 -2.444
C 0.835 2.821 1.587
C 0.036 0.148 1.547
H -0.319 -1.781 -3.787
H 1.215 -6.335 1.884
H 6.020 2.072 -2.937
H -4.093 4.617 -1.013
H -0.531 -3.409 -3.089
H 0.525 4.398 -2.727
H -1.245 3.279 1.918
H -0.287 -4.624 0.966
H -2.493 1.571 -0.768
H 5.169 0.979 -4.045
H -2.161 -3.494 2.956
H 5.724 0.568 -1.052
H -4.580 -3.734 3.344
H 6.103 -0.533 -2.393
H 1.770 -1.614 3.279
H 1.132 3.862 1.609
H 2.837 2.102 1.310
H -5.386 -0.759 0.366
H 2.160 -0.277 1.343
H -2.978 -0.489 -0.034
H -0.728 6.518 -2.884
H -6.184 -2.373 2.057
H -1.604 -2.050 -2.599
H -3.047 6.624 -2.029
H 3.257 -3.349 4.177
H 2.993 -5.699 3.474
H -1.971 0.933 1.833

Cartesian forces, eV/Å:
0.8 1.4 -0.8
-0.2 -0.6 1.6
0.0 0.1 0.0
0.1 -0.1 0.0
0.1 0.3 -0.1
-0.1 0.1 0.4
-0.5 0.3 0.2
-0.5 -0.1 0.0
0.4 0.1 -0.2
0.0 -0.1 0.0
0.0 0.0 0.0
0.0 0.0 0.0
-0.4 0.0 0.1
0.1 0.1 0.0
-0.2 0.0 0.1
0.0 0.2 -0.1
0.0 0.0 0.0
0.0 0.0 0.0
0.0 0.0 0.0
0.1 -0.2 -0.1
-0.1 -0.2 -0.4
0.5 -0.3 -0.1
0.4 0.0 -0.2
0.0 0.0 0.0
0.0 0.0 0.0
0.0 0.0 0.0
0.1 -0.2 0.1
0.0 0.0 0.0
0.0 0.0 0.0
0.1 -0.3 0.3
0.2 -0.1 0.0
-0.4 0.0 -0.2
-0.3 -0.2 0.2
-0.1 0.0 0.0
0.0 0.0 0.0
-0.1 -0.1 0.0
0.1 0.0 0.0
-0.1 0.1 0.0
0.0 0.1 -0.6
0.0 0.0 0.0
0.0 0.0 0.0
0.0 0.0 0.0
0.0 0.0 0.0
0.0 0.0 0.0
0.0 0.0 0.0
0.0 0.0 0.0
0.0 0.0 0.0
0.1 -0.1 -0.1
0.0 0.0 0.0
0.0 0.0 0.0
0.0 0.0 0.0
0.0 0.0 0.0
0.0 0.0 0.0
0.0 0.0 0.0
0.0 0.0 0.0
0.0 0.0 0.0
0.0 0.0 0.0
0.0 0.0 -0.1
0.0 0.0 0.0
0.0 0.0 0.0
0.0 0.0 0.0
0.0 0.0 0.0
0.0 0.0 0.0
0.0 0.0 0.0
0.0 0.0 0.0
0.0 0.0 -0.1

***

ORCA calculation (ωB97M-V/def2-TZVPD) on one molecule with the formula C5H10N4O3S in a non-equilibrium geometry.

## Properties
Gap between HOMO and LUMO in eV: 10.162
LUMO in eV: 0.75
SMILES: CN1N=C[C@@H](OS(C)(=O)=O)N=C1N
Calculated total energy in a.u.: -1039.377450
Energy above the lowest of the compared OMol25 structures with the same formula, charge and spin in eV: 1.0624

Positions of all 23 atoms, in Å:
S -0.345 -1.065 1.269
O -0.102 -1.931 0.051
O 0.749 -0.125 1.537
O -1.685 -0.476 1.340
N 0.609 1.322 -0.833
N -0.752 -0.284 -1.772
N -1.708 1.689 -1.124
N 1.658 0.584 -1.056
C 0.199 -1.205 -1.527
C 1.556 -0.655 -1.366
C -0.649 0.884 -1.176
C -0.345 -2.351 2.533
C 0.833 2.585 -0.306
H -0.009 -2.140 -2.009
H -2.567 1.417 -1.625
H 1.801 2.503 0.222
H 2.478 -1.127 -1.398
H -0.207 -3.328 2.125
H 0.859 3.350 -1.147
H 0.079 2.858 0.366
H -1.274 -2.289 3.103
H -1.865 1.995 -0.197
H 0.686 -2.209 2.989

Cartesian forces, eV/Å:
-0.8 0.3 2.0
0.1 0.1 -0.6
-0.9 -1.0 -0.4
1.1 -0.2 -0.7
-3.0 -1.4 -0.6
-1.1 0.0 0.3
-1.1 1.3 -0.6
1.8 -0.6 0.1
0.6 0.3 0.3
-2.0 1.2 0.1
2.0 -1.9 -1.9
2.1 0.7 0.1
2.1 2.3 -0.7
0.4 -0.3 -0.3
1.0 -0.4 0.6
-0.6 0.5 -0.3
1.3 -1.3 -0.4
-0.5 -0.6 -0.8
0.2 -0.7 1.1
-1.0 0.4 1.1
0.6 0.2 0.3
-0.5 0.7 0.9
-1.7 0.2 0.5